[1]
105
Properties=species:S:1:pos:R:3:mulliken_spin:R:1 method="wB97M-V/def2-TZVPD" lumo_ev="-2.8 / -2.8" molar_mass_g_mol=834.9 spin_multiplicity=2 largest_force_ev_per_a=0.45 relative_energy_kj_mol=0.7 s2=0.75 total_charge=+1 e_homo_ev="-9.63 / -9.67"
Ti 0.015 -0.122 0.437 0.903
C 1.306 -0.402 4.749 0.005
C 0.543 -0.360 3.573 0.016
N 1.058 -0.077 2.395 -0.031
C 2.401 0.143 2.293 0.020
C 3.234 0.156 3.427 0.002
C 2.641 -0.133 4.675 0.001
C 4.606 0.473 3.280 -0.002
C 5.077 0.782 2.041 0.001
C 4.248 0.740 0.896 -0.004
C 2.919 0.380 0.979 0.016
N 1.966 0.298 -0.031 -0.015
C 2.246 0.548 -1.365 -0.022
C 3.446 0.433 -2.036 0.003
C 3.570 0.775 -3.402 0.001
C 2.512 1.230 -4.130 -0.002
C 1.240 1.289 -3.510 -0.005
C 0.066 1.663 -4.198 0.003
C -1.141 1.630 -3.557 0.001
C -1.185 1.182 -2.227 0.010
N -0.113 0.822 -1.557 0.004
C 1.109 0.918 -2.157 0.006
H 0.824 -0.644 5.685 0.000
H -0.516 -0.582 3.604 -0.008
H 3.262 -0.141 5.562 0.000
H 5.249 0.482 4.150 0.000
H 6.115 1.057 1.911 0.000
H 4.691 1.024 -0.043 0.000
H 4.313 0.028 -1.540 0.000
H 4.540 0.671 -3.871 0.000
H 2.613 1.500 -5.172 0.000
H 0.137 1.961 -5.237 0.000
H -2.057 1.911 -4.059 0.000
H -2.126 1.105 -1.699 0.001
C -5.528 -1.618 -0.625 0.000
N -4.541 -0.613 -0.250 0.000
C -5.086 0.419 0.615 0.001
C -3.209 -0.874 -0.380 0.013
N -2.296 -0.479 0.478 -0.019
C -2.681 -0.433 1.843 0.008
C -3.316 -1.521 2.386 0.014
C -3.778 -1.523 3.713 0.001
C -3.606 -0.418 4.489 0.005
C -2.899 0.705 3.994 0.016
C -2.685 1.818 4.841 0.000
C -1.942 2.877 4.416 0.000
C -1.360 2.846 3.138 0.006
C -1.560 1.800 2.268 0.000
N -0.825 1.792 1.050 -0.028
C -0.765 2.952 0.403 -0.004
N 0.375 3.354 -0.204 0.004
C 0.374 4.130 -1.432 0.001
C 1.663 3.254 0.462 0.009
N -1.856 3.743 0.249 0.000
C -1.770 5.193 0.305 0.000
C -3.189 3.194 0.382 -0.002
C -2.379 0.699 2.667 0.014
N -2.833 -1.547 -1.522 0.002
C -3.512 -1.322 -2.784 0.000
C -2.243 -2.876 -1.385 0.000
H -6.103 -1.896 0.262 0.000
H -5.046 -2.514 -1.002 0.000
H -6.219 -1.235 -1.379 0.000
H -5.930 0.887 0.104 0.000
H -4.341 1.174 0.838 0.001
H -5.435 -0.001 1.562 0.000
H -3.456 -2.403 1.771 -0.001
H -4.272 -2.403 4.103 0.000
H -3.977 -0.388 5.505 0.000
H -3.109 1.800 5.837 0.000
H -1.759 3.721 5.067 0.000
H -0.690 3.647 2.844 0.001
H 0.631 5.179 -1.260 0.000
H -0.602 4.074 -1.908 0.000
H 1.119 3.706 -2.107 0.000
H 1.576 2.630 1.347 0.004
H 1.998 4.254 0.756 0.000
H 2.407 2.823 -0.205 -0.002
H -0.741 5.505 0.460 0.000
H -2.365 5.549 1.151 0.000
H -2.151 5.654 -0.608 0.000
H -3.157 2.134 0.139 0.004
H -3.854 3.702 -0.317 0.000
H -3.583 3.314 1.397 0.000
H -4.270 -2.081 -3.003 0.000
H -2.775 -1.352 -3.589 0.000
H -3.990 -0.344 -2.788 0.000
H -1.923 -3.036 -0.362 0.001
H -1.379 -2.992 -2.031 0.000
H -2.990 -3.633 -1.652 0.000
N 2.002 -1.905 -6.523 0.000
C 2.072 -2.150 -5.403 0.000
C 2.126 -2.451 -3.998 0.000
C 3.180 -3.160 -3.429 0.000
C 3.164 -3.369 -2.063 -0.001
C 2.117 -2.846 -1.316 0.009
N 1.111 -2.159 -1.855 0.012
C 1.112 -1.988 -3.169 0.000
H 3.985 -3.532 -4.048 0.000
H 3.954 -3.923 -1.576 0.000
H 2.078 -2.966 -0.239 0.000
H 0.277 -1.440 -3.596 -0.001
S -0.786 -4.229 2.614 -0.002
C -0.351 -3.002 1.683 0.005
N -0.033 -2.106 0.984 0.028

=====

[2]
119
Properties=species:S:1:pos:R:3:mulliken_spin:R:1 method="wB97M-V/def2-TZVPD" lumo_ev="-4.6 / -8.7" molar_mass_g_mol=1199.6 spin_multiplicity=2 largest_force_ev_per_a=5.40 s2=0.77 total_charge=+1 e_homo_ev="-11.60 / -11.60"
C -0.174 4.177 -8.286 0.000
C -0.319 2.786 -8.225 0.000
C 0.559 1.987 -7.460 0.000
C 1.387 2.622 -6.470 0.000
C 1.357 4.022 -6.468 0.000
C 0.662 4.798 -7.406 0.000
N 2.250 1.861 -5.551 0.000
O 1.899 0.753 -5.241 0.000
O 3.110 2.495 -4.975 0.000
H -0.812 4.746 -8.946 0.000
H -1.041 2.356 -8.902 0.000
H 0.412 0.924 -7.583 0.000
H 2.019 4.543 -5.792 0.000
H 0.644 5.875 -7.490 0.000
C -1.830 4.973 6.647 0.000
C -0.669 4.238 6.305 0.000
C -0.698 3.302 5.252 0.000
C -1.910 3.016 4.581 0.000
C -3.018 3.779 4.856 0.000
C -3.006 4.800 5.846 0.000
N -1.847 2.162 3.320 0.000
O -2.876 2.176 2.633 0.000
O -0.861 1.453 3.019 0.000
H -1.706 5.706 7.430 0.000
H 0.228 4.622 6.768 0.000
H 0.223 2.800 4.994 0.000
H -3.898 3.631 4.246 0.000
H -3.915 5.328 6.092 0.000
C 1.607 1.013 -1.759 0.000
C 0.422 1.266 -1.102 -0.002
C -0.132 0.353 -0.277 0.007
C 0.512 -0.877 -0.054 0.002
C 1.663 -1.169 -0.734 0.001
C 2.220 -0.213 -1.598 0.000
N 0.017 -1.824 0.998 0.000
O -1.128 -1.695 1.348 0.007
O 0.706 -2.655 1.469 0.001
H 2.064 1.732 -2.422 0.000
H -0.152 2.172 -1.229 0.000
H -1.072 0.506 0.231 -0.007
H 2.047 -2.175 -0.653 0.000
H 3.157 -0.541 -2.023 0.000
C -2.869 -3.432 -0.444 0.001
C -2.823 -2.492 -1.477 0.204
C -3.935 -2.198 -2.190 0.166
C -5.174 -2.724 -1.802 0.022
C -5.181 -3.753 -0.829 0.181
C -4.015 -4.172 -0.185 0.160
N -6.322 -2.320 -2.535 0.005
O -6.201 -1.437 -3.348 -0.005
O -7.414 -2.842 -2.222 -0.006
H -1.996 -3.662 0.149 0.007
H -1.909 -1.953 -1.677 0.025
H -3.892 -1.358 -2.866 -0.006
H -6.083 -4.275 -0.546 0.002
H -3.945 -5.033 0.463 0.000
C 0.307 -5.316 -1.764 0.001
C 0.768 -4.934 -3.016 0.000
C 2.108 -4.572 -3.117 0.000
C 2.923 -4.484 -1.966 0.000
C 2.361 -4.825 -0.705 0.000
C 1.039 -5.137 -0.651 -0.001
N 4.268 -3.847 -2.189 0.000
O 5.012 -3.791 -1.183 0.000
O 4.510 -3.344 -3.215 0.000
H -0.756 -5.494 -1.698 0.000
H 0.045 -4.954 -3.817 0.000
H 2.496 -4.343 -4.098 0.000
H 3.015 -4.735 0.150 0.000
H 0.453 -5.269 0.246 0.000
C -3.795 -0.269 5.128 0.000
C -3.064 -0.992 4.132 0.003
C -1.834 -1.488 4.466 0.001
C -1.441 -1.494 5.868 0.000
C -2.247 -0.919 6.814 0.000
C -3.421 -0.231 6.468 0.000
N -0.193 -2.208 6.200 0.000
O 0.009 -2.359 7.387 0.000
O 0.475 -2.676 5.332 0.000
H -4.525 0.487 4.878 0.000
H -3.245 -0.929 3.069 -0.002
H -1.077 -1.846 3.784 0.000
H -1.898 -1.101 7.820 0.000
H -3.921 0.460 7.132 0.000
C 1.785 -5.369 3.542 0.000
C 3.258 -5.805 3.782 0.000
O 4.112 -4.726 4.073 0.000
C 4.981 -4.168 3.229 0.000
O 5.025 -4.255 2.029 0.000
O 5.888 -3.570 3.953 0.000
C 6.914 -2.711 3.475 0.000
H 1.312 -6.117 2.907 0.000
H 1.637 -4.372 3.127 0.000
H 1.342 -5.213 4.526 0.000
H 3.671 -6.491 3.043 0.000
H 3.171 -6.449 4.657 0.000
H 7.880 -3.175 3.673 0.000
H 6.850 -1.790 4.054 0.000
H 6.824 -2.648 2.390 0.000
C 4.184 6.573 -2.259 0.000
C 3.094 5.599 -2.669 0.000
O 2.006 6.111 -3.376 0.000
C 0.664 5.705 -3.195 0.000
O 0.272 4.813 -2.351 0.000
O -0.081 6.391 -4.022 0.000
C -1.410 5.820 -4.355 0.000
H 4.986 5.992 -1.804 0.000
H 3.768 7.267 -1.529 0.000
H 4.485 7.001 -3.215 0.000
H 2.738 5.077 -1.782 0.000
H 3.449 4.798 -3.318 0.000
H -2.182 5.998 -3.607 0.000
H -1.395 4.754 -4.584 0.000
H -1.807 6.359 -5.215 0.000
C -4.439 1.848 -0.410 -0.003
Br -6.278 1.999 -1.143 0.001
Br -3.002 2.780 -1.481 0.006
Br -3.994 -0.016 0.006 0.217
H -4.421 2.423 0.515 0.012

=====

[3]
104
Properties=species:S:1:pos:R:3:mulliken_spin:R:1 method="wB97M-V/def2-TZVPD" lumo_ev="-0.3 / -2.0" molar_mass_g_mol=830.8 spin_multiplicity=5 largest_force_ev_per_a=5.78 relative_energy_kj_mol=69.4 s2=6.03 total_charge=0 e_homo_ev="-7.07 / -7.89"
Ru -1.159 1.195 0.462 3.139
O -4.629 -0.796 2.216 0.071
C -3.589 -0.295 1.817 -0.097
N -3.122 0.060 0.466 0.282
C -3.844 -0.163 -0.552 0.162
C -5.142 -0.847 -0.766 0.036
C -5.705 -1.082 -1.937 0.063
C -4.987 -0.685 -3.193 0.177
C -3.884 0.129 -3.069 -0.042
C -3.223 0.434 -1.824 0.294
N -2.172 1.157 -1.580 0.185
C -1.625 1.965 -2.619 -0.044
O -1.841 1.979 -3.827 0.076
C -0.688 3.168 -2.126 0.000
C -0.425 4.255 -2.898 0.003
C 0.411 5.206 -2.320 0.000
C 0.966 5.046 -1.095 0.012
C 0.589 3.854 -0.411 0.024
N -0.179 2.981 -0.885 0.090
C -2.469 0.062 2.895 0.034
C -2.870 -0.234 4.237 0.003
C -1.816 -0.154 5.167 0.003
C -0.572 0.086 4.691 0.012
C -0.283 0.320 3.378 -0.057
N -1.264 0.367 2.526 -0.033
H -5.721 -1.428 -0.082 -0.007
H -6.581 -1.808 -2.200 0.004
H -5.590 -0.973 -4.034 0.002
H -3.370 0.410 -3.949 0.001
H -0.877 4.396 -3.887 0.001
H 0.524 6.025 -2.936 0.000
H 1.566 5.821 -0.646 -0.001
H 0.679 3.820 0.652 -0.046
H -3.846 -0.659 4.479 0.001
H -2.129 -0.369 6.261 0.000
H 0.252 0.189 5.415 0.000
H 0.686 0.603 2.928 0.040
N -1.812 3.828 2.349 0.062
C -1.822 2.997 1.544 0.045
C 3.851 -0.053 -2.901 0.000
C 2.514 0.643 -2.415 0.000
C 1.816 1.308 -3.578 -0.001
C 2.976 1.595 -1.286 -0.010
C 3.760 2.741 -1.488 0.000
C 4.069 3.657 -0.522 0.004
C 3.822 3.333 0.771 0.000
C 3.115 2.159 1.128 0.013
C 3.124 1.761 2.615 -0.019
C 2.293 2.738 3.560 -0.001
C 4.521 1.556 3.113 0.000
C 2.610 1.365 0.054 0.050
N 1.868 0.196 0.412 -0.009
B 0.488 -0.169 0.174 -0.478
N 0.546 -1.630 0.213 -0.036
C 1.836 -2.004 0.444 0.006
C 2.676 -0.971 0.564 0.000
C -0.539 -2.534 -0.019 -0.007
C -1.025 -3.406 0.986 -0.012
C -2.062 -4.301 0.703 0.003
C -2.648 -4.315 -0.552 0.001
C -2.265 -3.371 -1.496 -0.002
C -1.073 -2.588 -1.264 0.015
C -0.397 -1.939 -2.526 0.007
C -1.270 -1.687 -3.703 -0.013
C 0.781 -2.858 -2.946 0.002
C -0.484 -3.478 2.403 0.001
C -1.539 -3.401 3.473 -0.004
C 0.443 -4.681 2.559 0.000
H 3.749 -0.745 -3.722 0.000
H 4.338 -0.649 -2.089 0.000
H 4.468 0.793 -3.219 0.000
H 1.732 -0.057 -2.029 -0.035
H 2.278 1.061 -4.518 0.000
H 1.751 2.389 -3.490 0.001
H 0.768 0.978 -3.631 -0.001
H 4.038 2.885 -2.547 0.000
H 4.558 4.628 -0.662 0.001
H 4.095 3.934 1.621 0.000
H 2.603 0.752 2.687 0.005
H 2.734 3.729 3.577 0.000
H 2.191 2.357 4.608 0.000
H 1.278 2.841 3.096 0.003
H 5.109 2.404 2.759 0.000
H 5.112 0.737 2.535 0.000
H 4.552 1.453 4.201 0.000
H 2.237 -2.983 0.608 0.002
H 3.732 -0.884 0.890 0.001
H -2.363 -5.000 1.466 0.000
H -3.503 -4.951 -0.756 -0.001
H -2.860 -3.372 -2.391 0.009
H -0.042 -0.987 -2.251 -0.005
H -1.886 -2.498 -3.959 0.002
H -0.708 -1.244 -4.530 -0.002
H -2.068 -0.969 -3.480 0.014
H 0.400 -3.848 -3.312 -0.001
H 1.546 -3.117 -2.234 0.000
H 1.252 -2.356 -3.814 0.000
H 0.226 -2.610 2.455 -0.001
H -2.097 -4.261 3.327 0.000
H -2.129 -2.495 3.418 0.002
H -1.136 -3.337 4.451 0.000
H 1.018 -4.673 3.439 0.000
H 1.035 -4.916 1.686 0.000
H -0.255 -5.512 2.687 0.000

=====

[4]
109
Properties=species:S:1:pos:R:3:lowdin_charge:R:1 method="wB97M-V/def2-TZVPD" lumo_ev=-2.5 molar_mass_g_mol=980.4 largest_force_ev_per_a=0.72 relative_energy_kj_mol=124.6 total_charge=+1 e_homo_ev=-9.71
Ba 0.480 0.478 0.502 1.765
C 1.722 -4.978 -5.441 -0.049
C 1.214 -3.677 -4.885 -0.267
C 0.304 -2.905 -5.529 -0.002
C -0.154 -1.636 -5.023 -0.112
C -1.042 -0.948 -5.839 -0.018
N -1.438 0.319 -5.850 0.062
C -0.795 1.490 -5.251 -0.154
C -1.650 2.718 -5.525 -0.148
C -2.947 2.711 -4.712 -0.150
N -2.632 2.911 -3.301 0.072
C -2.701 2.057 -2.295 -0.004
C -3.340 0.827 -2.155 -0.113
C -4.387 0.310 -2.976 0.006
C -4.849 -0.963 -2.834 -0.264
C -6.001 -1.510 -3.629 -0.050
C -4.188 -1.789 -1.880 0.034
C -3.202 -1.355 -1.040 -0.101
C -2.543 -2.351 -0.178 -0.096
N -1.466 -2.186 0.475 0.027
C -0.994 -3.347 1.222 -0.233
C 0.502 -3.603 1.008 -0.171
C 0.979 -3.420 -0.434 -0.216
N 1.501 -2.065 -0.602 -0.027
C 1.670 -1.538 -1.745 -0.180
C 1.263 -2.055 -3.063 -0.123
C 1.697 -3.210 -3.620 0.034
C 0.257 -1.212 -3.701 -0.310
O -0.258 -0.276 -3.055 -0.004
C -2.805 0.031 -1.064 -0.341
O -2.006 0.516 -0.239 -0.262
H 1.252 -5.206 -6.396 0.077
H 1.517 -5.804 -4.758 0.083
H 2.802 -4.943 -5.596 0.084
H -0.078 -3.232 -6.491 0.119
H -1.485 -1.527 -6.645 0.140
H -2.095 0.541 -6.582 0.143
H 0.202 1.602 -5.686 0.139
H -0.664 1.312 -4.183 0.095
H -1.899 2.787 -6.589 0.120
H -1.068 3.613 -5.289 0.119
H -3.456 1.760 -4.825 0.095
H -3.618 3.501 -5.050 0.129
H -2.024 3.701 -3.128 0.097
H -2.097 2.350 -1.441 0.122
H -4.892 0.962 -3.678 0.113
H -6.369 -0.773 -4.342 0.076
H -6.831 -1.790 -2.978 0.085
H -5.708 -2.404 -4.184 0.082
H -4.488 -2.832 -1.817 0.127
H -3.041 -3.331 -0.165 0.125
H -1.567 -4.243 0.949 0.110
H -1.167 -3.159 2.284 0.101
H 0.713 -4.618 1.347 0.112
H 1.091 -2.930 1.635 0.101
H 0.185 -3.633 -1.157 0.124
H 1.795 -4.117 -0.635 0.120
H 2.080 -0.519 -1.740 0.083
H 2.430 -3.812 -3.092 0.132
C 8.328 1.503 -3.269 -0.045
C 7.098 1.673 -2.420 -0.265
C 6.179 0.636 -2.277 -0.030
C 5.035 0.792 -1.514 -0.046
C 4.800 2.007 -0.882 -0.286
C 5.709 3.049 -0.998 -0.060
C 6.850 2.876 -1.767 -0.029
S 3.329 2.254 0.059 0.538
O 3.523 3.471 0.810 -0.296
O 3.121 1.013 0.826 -0.508
N 2.081 2.302 -0.907 -0.256
C 1.592 3.458 -1.469 -0.419
C 2.386 4.392 -2.160 -0.001
C 1.805 5.513 -2.701 -0.059
C 0.427 5.698 -2.569 -0.077
C -0.279 4.716 -1.908 -0.196
N 0.263 3.613 -1.383 0.104
H 8.578 0.451 -3.396 0.077
H 9.185 2.009 -2.824 0.081
H 8.172 1.931 -4.261 0.087
H 6.372 -0.314 -2.762 0.115
H 4.343 -0.031 -1.386 0.101
H 5.518 3.974 -0.470 0.112
H 7.566 3.684 -1.850 0.118
H 3.451 4.216 -2.247 0.106
H 2.410 6.241 -3.226 0.112
H -0.069 6.575 -2.960 0.101
H -1.352 4.830 -1.752 0.103
C -0.480 -1.081 6.395 -0.039
N 0.019 0.209 5.960 -0.130
C 0.676 1.122 6.758 -0.034
C 0.981 2.178 5.990 -0.032
N 0.505 1.908 4.707 0.015
C -0.101 0.677 4.692 -0.722
S -0.865 -0.180 3.464 0.564
C 0.612 2.866 3.647 -0.269
C 1.674 3.760 3.663 0.005
C 1.699 4.750 2.698 -0.052
C 0.682 4.807 1.761 -0.052
C -0.300 3.834 1.810 -0.147
N -0.341 2.870 2.732 0.096
H -0.279 -1.178 7.458 0.092
H 0.018 -1.880 5.846 0.088
H -1.549 -1.151 6.207 0.085
H 0.860 0.950 7.803 0.127
H 1.454 3.106 6.242 0.121
H 2.475 3.666 4.380 0.117
H 2.523 5.448 2.666 0.121
H 0.671 5.557 0.983 0.111
H -1.093 3.808 1.072 0.104